ORCA calculation (ωB97M-V with the def2-TZVPD basis set) on C6H6O in the gas phase.

CARTESIAN COORDINATES (ANGSTROEM)
O1 0.244 -1.260 2.700
C1 1.034 -1.175 1.590
C2 1.164 -0.111 0.839
C3 0.995 0.886 -0.004
C4 -0.106 0.793 -0.943
C5 -1.024 1.266 -1.727
C6 -1.093 -0.208 -1.450
H1 -0.268 -0.441 2.762
H2 1.575 -2.098 1.407
H3 1.618 1.779 0.008
H4 -1.511 2.103 -2.203
H5 -1.851 -0.608 -0.767
H6 -0.777 -0.926 -2.213

Energy relative to the best compared isomer or geometry (same formula, charge and spin) in kcal per mole: 99.48
Total charge: 0
SMILES: OC=C=CC1=CC1

Here are the Mulliken charges for atoms 1 to 6, given in e: -0.487 0.029 -0.088 -0.623 0.322 -0.319

---

ORCA calculation (ωB97M-V with the def2-TZVPD basis set) on C6H6O in the gas phase.

CARTESIAN COORDINATES (ANGSTROEM)
C1 -2.434 -1.152 -0.223
C2 -1.337 -0.675 -0.070
C3 -0.026 -0.083 0.129
C4 1.088 -0.465 -0.875
C5 0.917 -0.393 1.332
O1 1.224 0.904 1.436
C6 0.113 1.361 0.619
H1 -3.403 -1.590 -0.340
H2 1.537 0.411 -1.353
H3 0.758 -1.205 -1.601
H4 1.879 -0.949 -0.267
H5 -0.681 1.675 1.299
H6 0.365 2.160 -0.085

Energy relative to the best compared isomer or geometry (same formula, charge and spin) in kcal per mole: 128.97
Total charge: 0

Here are the Mulliken charges for atoms 1 to 6, given in e: 0.002 -1.420 1.875 -1.281 -0.580 -0.184

---

ORCA calculation (ωB97M-V with the def2-TZVPD basis set) on 2 unconnected molecules or ions with the total composition C6H6O.

CARTESIAN COORDINATES (ANGSTROEM)
O1 -0.112 0.928 2.201
C1 1.187 0.809 2.269
C2 -0.645 -1.112 -1.274
C3 -1.431 -0.023 -0.695
C4 -2.077 0.880 -0.222
C5 1.812 0.401 1.038
C6 2.546 0.084 0.124
H1 -0.510 0.732 1.320
H2 -0.796 -2.040 -0.713
H3 -0.935 -1.286 -2.315
H4 0.420 -0.860 -1.240
H5 -2.669 1.676 0.177
H6 3.209 -0.189 -0.669

Energy relative to the best compared isomer or geometry (same formula, charge and spin) in kcal per mole: 144.62
Total charge: 0

Here are the Mulliken charges for atoms 1 to 6, given in e: -0.193 -0.769 -0.984 0.080 -0.151 0.445

---

ORCA calculation (ωB97M-V with the def2-TZVPD basis set) on 2 unconnected molecules or ions with the total composition C6H6O2 at a distorted geometry.

CARTESIAN COORDINATES (ANGSTROEM)
C1 -0.739 1.538 -1.622
C2 0.145 1.054 -0.968
C3 1.239 0.476 -0.218
C4 1.142 0.746 1.259
O1 2.128 -0.137 -0.751
H1 -1.507 1.986 -2.185
H2 1.028 1.814 1.435
H3 2.031 0.376 1.762
H4 0.261 0.240 1.652
C5 -0.438 -2.272 0.488
C6 -1.319 -1.667 -0.050
O2 -2.313 -1.012 -0.578
H5 0.324 -2.844 0.919
H6 -1.982 -0.300 -1.144

Energy relative to the best compared isomer or geometry (same formula, charge and spin) in kcal per mole: 91.49
Total charge: 0
SMILES: C#CC(C)=O.C#CO

Here are the Mulliken charges for atoms 1 to 6, given in e: -0.060 0.020 0.157 -0.938 -0.503 0.409

---

ORCA calculation (ωB97M-V with the def2-TZVPD basis set) on C6H6O2 in the gas phase at a distorted geometry.

CARTESIAN COORDINATES (ANGSTROEM)
O1 3.714 -1.437 0.501
C1 3.037 -0.660 -0.165
C2 2.213 0.170 -0.743
C3 0.999 0.737 -0.075
C4 -0.161 0.102 0.176
C5 -1.491 0.428 0.496
C6 -2.464 -0.620 0.002
O2 -2.339 -1.731 -0.530
H1 2.769 1.010 -1.448
H2 0.908 1.815 -0.390
H3 -0.366 -1.153 0.258
H4 -1.854 1.357 0.183
H5 -1.394 0.234 1.619
H6 -3.571 -0.252 0.117

Energy relative to the best compared isomer or geometry (same formula, charge and spin) in kcal per mole: 86.74
Total charge: 0
SMILES: O=C=C/C=C/CC=O

Here are the Mulliken charges for atoms 1 to 6, given in e: -0.448 0.633 -0.472 -0.361 0.026 -0.464

---

ORCA calculation (ωB97M-V with the def2-TZVPD basis set) on C6H6O2 in the gas phase at a distorted geometry.

CARTESIAN COORDINATES (ANGSTROEM)
C1 1.540 0.003 0.161
C2 0.238 -0.595 0.375
C3 2.641 -0.270 0.776
C4 -0.160 -1.354 1.342
C5 -1.346 1.155 -0.695
C6 -0.868 -0.297 -0.673
O1 3.642 -0.665 1.268
O2 -0.438 -2.060 2.245
H1 1.666 0.475 -0.713
H2 -1.339 1.656 0.269
H3 -0.702 1.880 -1.148
H4 -2.379 1.398 -1.025
H5 -0.624 -0.444 -1.726
H6 -1.869 -0.882 -0.457

Energy relative to the best compared isomer or geometry (same formula, charge and spin) in kcal per mole: 49.60
Total charge: 0

Here are the Mulliken charges for atoms 1 to 6, given in e: -0.837 0.431 0.427 0.593 -1.218 -0.654

---

ORCA calculation (ωB97M-V with the def2-TZVPD basis set) on C6H6O3 in the gas phase at a distorted geometry.

CARTESIAN COORDINATES (ANGSTROEM)
C1 2.088 1.116 0.955
C2 1.123 0.548 0.277
O1 1.049 0.516 -1.123
C3 0.155 -0.557 -1.551
C4 0.156 -1.318 -0.263
O2 -0.633 -1.435 0.897
C5 -0.191 -0.087 0.629
C6 -1.367 0.762 0.298
O3 -2.486 0.369 0.166
H1 1.965 1.191 2.037
H2 2.978 1.530 0.477
H3 -0.821 -0.168 -1.872
H4 0.641 -1.096 -2.368
H5 1.175 -1.715 -0.131
H6 -1.160 1.874 0.267

Energy relative to the best compared isomer or geometry (same formula, charge and spin) in kcal per mole: 119.67
Total charge: 0
SMILES: C=C1OC[C@@H]2O[C@@]12C=O

Here are the Mulliken charges for atoms 1 to 6, given in e: -0.894 0.263 -0.403 -0.473 -0.003 -0.392

---

ORCA calculation (ωB97M-V with the def2-TZVPD basis set) on C6H6O3 in the gas phase at a distorted geometry.

CARTESIAN COORDINATES (ANGSTROEM)
O1 2.206 -0.914 -1.182
C1 1.038 -0.509 -0.670
C2 0.435 -1.335 0.211
C3 -0.786 -0.843 0.765
O2 -1.460 -1.717 1.608
C4 -1.188 0.507 0.623
C5 -0.424 1.309 -0.188
O3 -0.717 2.670 -0.213
C6 0.681 0.762 -0.859
H1 2.503 -0.120 -1.652
H2 0.799 -2.261 0.708
H3 -1.091 -2.592 1.400
H4 -2.028 0.978 1.250
H5 -0.235 2.971 -1.199
H6 1.281 1.361 -1.499

Energy relative to the best compared isomer or geometry (same formula, charge and spin) in kcal per mole: 18.20
Total charge: 0
SMILES: Oc1cc(O)cc(O)c1

Here are the Mulliken charges for atoms 1 to 6, given in e: -0.515 0.330 -0.555 0.768 -0.510 -0.610